C44H39Br4N5O4RbSSbSe | the ωB97M-V functional and the def2-TZVPD basis

## Properties
Energy relative to the best compared isomer or geometry (same formula, charge and spin): 7.3 kcal/mol
E_LUMO: 3.7189 eV
Kohn-Sham gap: 5.32 eV
Electronic energy: -15635.03985 hartree
HOMO energy: -1.598 eV
Net charge: -2

Each line ends with the Löwdin charge.
CARTESIAN COORDINATES (ANGSTROEM)
Rb 0.12916 1.52716 -0.24343  1.12
N 0.35723 -0.71693 3.94833  0.00
C 1.37738 0.15209 3.35630  -0.19
C 1.38843 0.13275 1.82074  -0.79
O 2.07299 1.01732 1.25192  -0.24
O 0.67950 -0.73768 1.24888  -0.24
H 0.80112 -1.49640 4.41698  0.04
H -0.13443 -1.13165 3.15711  0.04
H 2.38492 -0.12961 3.67616  0.11
H 1.23597 1.19339 3.65621  0.10
Br -0.14496 3.22401 -7.28486  0.63
C -0.40736 3.33746 -5.40687  -0.81
C -0.54408 4.55725 -4.77494  -0.79
Br -0.49972 6.16950 -5.78176  0.62
C -0.72264 4.59587 -3.37898  -0.65
Br -0.91777 6.25057 -2.45903  0.68
C -0.74644 3.45010 -2.53997  -0.51
O -0.87966 3.51422 -1.27953  -0.32
C -0.57919 2.14610 -3.22623  -0.46
O -0.54089 1.05033 -2.54002  -0.40
C -0.42961 2.16533 -4.61835  -0.64
Br -0.25212 0.44327 -5.42215  0.72
C 5.48503 -1.33736 -2.66049  -0.03
N 4.88385 -0.04592 -2.41258  -0.07
C 4.87150 0.59965 -1.21301  -0.77
Se 5.78534 0.15251 0.31446  0.56
N 4.11641 1.71267 -1.40426  0.13
C 3.66434 1.79929 -2.71924  -0.17
C 2.93871 2.76619 -3.39293  0.02
C 2.71852 2.55882 -4.74666  -0.08
C 3.21476 1.42618 -5.39595  -0.10
C 3.95519 0.46590 -4.71524  -0.03
C 4.16466 0.67847 -3.36316  -0.19
H 6.04705 -1.61516 -1.77269  0.04
H 6.15876 -1.27543 -3.51750  0.09
H 4.71148 -2.08134 -2.85708  0.08
H 3.82741 2.29040 -0.63092  0.15
H 2.53232 3.63362 -2.88762  0.13
H 2.12868 3.27637 -5.30174  0.08
H 2.99104 1.28448 -6.44520  0.10
H 4.33432 -0.41854 -5.21352  0.11
N -2.65439 -0.51850 -2.00746  0.11
C -3.26855 -0.19667 -0.84673  -0.67
N -2.66407 0.12818 0.25247  0.09
C -3.57728 0.39272 1.25853  -0.31
C -3.23970 0.73963 2.56586  -0.01
C -4.24950 0.96365 3.48848  -0.10
C -5.59398 0.84098 3.13201  -0.12
C -5.94462 0.47674 1.83878  -0.12
C -4.93164 0.25022 0.91877  -0.50
S -5.04539 -0.22210 -0.75007  1.04
H -1.76686 0.00682 -2.20728  0.05
H -3.25082 -0.60496 -2.81393  0.08
H -2.19435 0.80686 2.84458  0.11
H -3.98778 1.23309 4.50503  0.10
H -6.36873 1.02651 3.86637  0.09
H -6.98560 0.37425 1.55640  0.10
C 1.13894 -6.72851 0.66202  -0.06
C -0.35328 -6.55112 0.48897  -0.30
C -1.16396 -7.68199 0.59347  -0.07
C -2.53983 -7.61908 0.41461  -0.11
C -3.13443 -6.40181 0.12186  -0.11
C -2.33801 -5.26555 0.02920  -0.15
C -0.95119 -5.31112 0.20604  -0.34
Sb -0.01818 -3.34528 0.04902  1.64
C 1.33592 -3.75191 1.68174  -0.34
C 0.65807 -4.17810 2.82684  -0.17
C 1.32552 -4.43824 4.01499  -0.12
C 2.69959 -4.24736 4.07425  -0.11
C 3.37795 -3.80389 2.94853  -0.06
C 2.72077 -3.55073 1.74216  -0.28
C 3.53281 -3.04446 0.57680  -0.05
C 1.09849 -3.76596 -1.78149  -0.31
C 1.16789 -5.05050 -2.32488  -0.13
C 1.75703 -5.29044 -3.56269  -0.10
C 2.26644 -4.22659 -4.29212  -0.10
C 2.17757 -2.94202 -3.77381  -0.06
C 1.60199 -2.69184 -2.52694  -0.30
C 1.48872 -1.27352 -2.04847  -0.06
H 1.43628 -7.72926 0.34259  0.08
H 1.43553 -6.60091 1.70661  0.08
H 1.70616 -5.99990 0.08375  0.05
H -0.69821 -8.63773 0.81429  0.10
H -3.13906 -8.51869 0.49666  0.09
H -4.20459 -6.33236 -0.03141  0.09
H -2.81290 -4.31227 -0.18319  0.08
H -0.41825 -4.32436 2.79205  0.10
H 0.77686 -4.77768 4.88510  0.09
H 3.24022 -4.43595 4.99476  0.09
H 4.44989 -3.63892 2.99741  0.11
H 4.53298 -3.48232 0.57823  0.08
H 3.65677 -1.95785 0.63534  0.05
H 3.05989 -3.27590 -0.37505  0.05
H 0.74725 -5.89035 -1.79017  0.07
H 1.80546 -6.30180 -3.95072  0.09
H 2.71154 -4.38930 -5.26695  0.09
H 2.52912 -2.09705 -4.35697  0.10
H 1.99977 -0.59725 -2.73229  0.07
H 1.87801 -1.13604 -1.03417  0.07
H 0.44470 -0.95625 -2.04028  0.06

Cartesian forces (eV/Å) of the 6 atoms listed first:
-0.270 -0.256 1.069
0.028 0.002 -0.006
-0.005 -0.041 0.042
0.419 -0.193 0.047
0.762 -0.430 0.787
0.269 0.022 0.244


C44H40ClF9O29 | the ωB97M-V functional and the def2-TZVPD basis

## Properties
Energy relative to the best compared isomer or geometry (same formula, charge and spin): 6.5 kcal/mol
E_LUMO: -0.3465 eV
Kohn-Sham gap: 8.93 eV
Electronic energy: -5241.78122 hartree
HOMO energy: -9.276 eV

Each line ends with the Löwdin charge.
CARTESIAN COORDINATES (ANGSTROEM)
C -7.50462 -2.62571 3.25598  -0.10
C -6.71879 -3.21546 2.07983  -0.70
Cl -7.86547 -3.54189 0.72700  0.60
C -5.96340 -4.50204 2.40048  -0.18
C -4.94780 -4.24493 3.48214  -0.14
C -5.16414 -4.72228 4.77488  -0.01
C -4.25000 -4.46233 5.79308  -0.04
C -3.10744 -3.71595 5.54475  0.00
C -2.87602 -3.22918 4.26807  -0.07
C -3.78698 -3.50685 3.23386  -0.03
C -3.43361 -2.95086 1.89406  -0.30
O -3.56486 -3.54756 0.85665  0.13
C -2.85220 -1.58549 1.95212  -0.09
C -3.19486 -0.62887 1.00695  0.00
C -2.62870 0.63851 1.11262  -0.04
C -1.71588 0.91524 2.12316  -0.04
C -1.37009 -0.04310 3.07113  0.02
C -1.95337 -1.30305 2.98562  -0.09
C -1.68709 -2.38646 3.96219  -0.31
O -0.61210 -2.57891 4.45591  0.14
H -7.16160 -2.99839 4.21555  0.07
H -7.40565 -1.54383 3.25149  0.08
H -8.56380 -2.84019 3.17747  0.06
H -6.03089 -2.45949 1.72203  0.08
H -6.65037 -5.29392 2.67069  0.09
H -5.46718 -4.80254 1.48396  0.10
H -6.06174 -5.28905 4.96775  0.10
H -4.44833 -4.85345 6.77878  0.10
H -2.41962 -3.50933 6.35052  0.12
H -3.90076 -0.87214 0.22887  0.11
H -2.91038 1.37551 0.37889  0.10
H -1.28670 1.90336 2.13855  0.08
H -0.65976 0.17797 3.85155  0.12
C -9.63637 -8.38562 6.42794  -0.05
C -8.40340 -7.82322 7.09821  -0.31
O -7.61189 -7.42669 5.99153  0.13
C -8.45856 -7.14080 4.96021  -0.54
O -8.14915 -6.55438 3.97905  0.18
O -9.69847 -7.61194 5.22499  0.08
F -7.73623 -8.75818 7.81439  0.08
H -9.50552 -9.43916 6.17826  0.15
H -10.54278 -8.26035 7.01368  0.14
H -8.58949 -6.95641 7.73466  0.17
C -0.64894 3.41275 -1.35956  -0.03
C 0.85961 3.42348 -1.28013  -0.29
O 1.09783 3.98573 0.00509  0.10
C 0.01806 3.67984 0.78198  -0.55
O -0.01096 3.75514 1.96482  0.17
O -1.00980 3.25638 0.01676  0.06
F 1.41739 4.22401 -2.22263  0.07
H -1.03439 4.36287 -1.73246  0.15
H -1.04707 2.59506 -1.95556  0.13
H 1.32248 2.43721 -1.32674  0.18
C -4.48800 -1.05524 -3.45301  -0.04
C -3.52378 -2.17789 -3.76269  -0.30
O -2.26004 -1.55181 -3.60303  0.13
C -2.42566 -0.54106 -2.70767  -0.56
O -1.54083 0.01944 -2.14919  0.16
O -3.73512 -0.27682 -2.51709  0.06
F -3.64394 -2.61837 -5.04098  0.07
H -4.70083 -0.45223 -4.33540  0.12
H -5.41923 -1.39676 -3.00853  0.14
H -3.58848 -3.03082 -3.08526  0.18
C 2.77013 6.40893 1.54054  -0.03
C 3.79214 7.08557 0.65813  -0.30
O 4.80412 7.45475 1.58852  0.14
C 4.74416 6.56937 2.61791  -0.55
O 5.59718 6.39521 3.42617  0.16
O 3.59449 5.86620 2.57785  0.07
F 3.30285 8.19762 0.06152  0.08
H 2.07241 7.12994 1.96870  0.15
H 2.21728 5.62286 1.03937  0.12
H 4.23169 6.43971 -0.10377  0.18
C -1.69758 0.72771 -6.83357  -0.03
C -1.56065 2.21925 -7.02978  -0.30
O -2.81467 2.70348 -6.56695  0.14
C -3.27779 1.81929 -5.64391  -0.55
O -4.16731 2.03298 -4.88684  0.18
O -2.58163 0.66332 -5.69829  0.06
F -1.40617 2.55905 -8.32882  0.09
H -2.16271 0.24366 -7.68754  0.11
H -0.75605 0.23137 -6.61611  0.15
H -0.76356 2.68435 -6.44662  0.17
C 5.18077 2.71103 4.21802  -0.04
C 6.19309 2.98916 3.13256  -0.30
O 5.62349 2.34306 2.00915  0.13
C 4.26660 2.33354 2.18768  -0.55
O 3.47922 2.10644 1.33347  0.18
O 3.96268 2.63660 3.46927  0.08
F 7.40700 2.42796 3.39847  0.06
H 5.37047 1.75246 4.70409  0.14
H 5.12702 3.49641 4.96667  0.14
H 6.32873 4.04750 2.90792  0.16
C 9.88505 0.52859 3.01764  -0.05
C 10.25050 0.25256 1.57843  -0.31
O 11.43236 -0.51281 1.70178  0.13
C 11.37838 -1.16449 2.90446  -0.54
O 12.07753 -2.06562 3.21336  0.19
O 10.40144 -0.63202 3.67873  0.08
F 10.52994 1.39246 0.89024  0.06
H 10.39127 1.41885 3.39376  0.15
H 8.81777 0.62558 3.17805  0.12
H 9.50546 -0.31903 1.02320  0.18
C 12.69370 2.75192 -1.60007  -0.05
C 12.86192 4.08039 -0.90102  -0.32
O 12.74448 5.00325 -1.96807  0.13
C 11.96401 4.42615 -2.92910  -0.55
O 11.46727 5.00500 -3.83288  0.19
O 11.83124 3.09815 -2.68873  0.07
F 14.08435 4.20881 -0.32924  0.07
H 13.64304 2.38198 -1.98952  0.15
H 12.23959 1.99212 -0.96975  0.12
H 12.09766 4.29726 -0.15275  0.17
C -4.21826 -0.13700 -11.71774  -0.04
C -4.48084 -1.51486 -11.15309  -0.31
O -3.22261 -1.85749 -10.59503  0.14
C -2.59327 -0.69998 -10.25927  -0.54
O -1.64066 -0.62739 -9.55459  0.17
O -3.21058 0.35870 -10.82843  0.08
F -4.80387 -2.41040 -12.11407  0.08
H -3.81519 -0.19331 -12.72941  0.15
H -5.09156 0.50907 -11.70935  0.14
H -5.23976 -1.54676 -10.36959  0.17

Cartesian forces (eV/Å) of the 6 atoms listed first:
-0.077 0.171 -0.171
-0.504 -0.086 0.576
0.148 0.083 -0.186
0.177 0.272 -0.389
0.195 -0.344 -0.025
0.391 0.330 -0.044